Entry a
# C3H10FN3

A 2-piece molecular cluster, C3H10FN3 overall (the ωB97M-V functional and the def2-TZVPD basis, OMol25).

```
17
C3H10FN3 (the ωB97M-V functional and the def2-TZVPD basis)
C -0.9697 1.0694 -1.0609
C 0.1916 0.4379 0.7346
C 1.2626 -0.3378 -0.0245
N 1.4427 1.0554 0.7376
N -2.3030 0.5334 -0.7493
N 1.3015 -0.5230 -1.3737
F -0.7044 0.1077 1.5650
H -0.8070 2.0928 -1.3592
H 1.6575 -1.2571 0.5244
H 2.2338 1.2197 1.4741
H 1.3487 1.9218 0.1587
H -2.2442 -0.0733 0.1000
H -2.5552 -0.2105 -1.4768
H -3.1576 1.1206 -0.6090
H -0.4983 0.5802 -1.7445
H 1.6410 0.2107 -1.8518
H 1.5590 -1.3920 -1.8197
```

Total charge   +2
Gap between HOMO and LUMO   9.59 eV

=====

Entry b
# C3H10FN3

An isolated ion of composition C3H10FN3 and charge +2 (the ωB97M-V functional and the def2-TZVPD basis, OMol25).

```
17
C3H10FN3 (the ωB97M-V functional and the def2-TZVPD basis)
N -0.4976 -0.9877 -1.2530
C 0.1607 -0.5614 0.0161
C -0.6634 0.8527 0.3443
N -2.1348 0.7622 0.0335
C 1.6416 -0.1983 0.0088
N 2.4273 -0.4430 0.9360
F 2.0853 0.5952 -0.9229
H -0.2427 -0.2941 -2.0004
H -0.4279 -1.9232 -1.5995
H -0.1781 -1.2728 0.8141
H -0.4385 1.0662 1.3680
H -0.1445 1.6141 -0.2101
H -2.3479 1.5768 -0.4985
H -2.8515 0.6327 0.8506
H -2.1764 -0.0646 -0.6510
H 3.4193 -0.1195 1.0488
H 2.3691 -1.2354 1.7153
```

Total charge   +2
Structure (SMILES)   N[C@H](C[NH3+])C(=[NH2+])F
Gap between HOMO and LUMO   10.41 eV

=====

Name the most stable of them. entry b.

=====

Entry a
# C7H15N

A 2-piece molecular cluster, C7H15N overall (the ωB97M-V functional and the def2-TZVPD basis, OMol25).

```
23
C7H15N (the ωB97M-V functional and the def2-TZVPD basis)
C -2.6922 1.0654 0.1971
C -2.1169 -0.1851 -0.3882
C -1.5645 -1.1111 0.7132
C -0.1989 -0.5581 0.9681
N 2.0031 1.2001 0.1231
C 2.0077 -0.1330 0.0201
C 0.9362 -0.9845 0.3236
C 3.2331 -0.6894 -0.6209
H -1.8432 1.7075 0.4332
H -3.1027 1.6401 -0.6401
H -3.5315 0.8748 0.8597
H -1.2475 0.0879 -0.9937
H -2.8149 -0.6973 -1.0551
H -1.4590 -2.1404 0.3541
H -2.2079 -1.1402 1.5876
H -0.2070 0.4656 1.3453
H -0.2667 1.8489 -0.5084
H 2.2614 1.5954 -0.8149
H 0.9909 1.6000 0.1717
H 1.1082 -2.0517 0.2755
H 3.2055 -0.5566 -1.7006
H 3.4348 -1.7329 -0.3857
H 4.0720 -0.1055 -0.2647
```

Gap between HOMO and LUMO   6.14 eV

=====

Entry b
# C7H15N

One molecule with the formula C7H15N (the ωB97M-V functional and the def2-TZVPD basis, OMol25).

```
23
C7H15N (the ωB97M-V functional and the def2-TZVPD basis)
C 2.6300 -0.3124 2.3830
C 1.3438 -0.8106 1.7870
C 0.3644 0.3233 1.3758
C 0.4005 0.9633 -0.0480
C -0.1175 0.1554 -1.1714
C -1.3210 0.2061 -1.7165
C -1.9723 -0.9021 -2.4681
N -2.3431 1.3170 -1.7199
H 2.7415 0.7667 2.2739
H 3.5029 -0.6845 1.6405
H 2.9195 -0.5742 3.4025
H 1.5574 -1.4912 0.8298
H 0.9389 -1.7078 2.2467
H -0.6463 -0.1678 1.6183
H 0.3570 1.2149 1.9669
H -0.1688 1.9814 0.0549
H 1.5199 1.1524 -0.0948
H 0.4540 -0.8127 -1.2027
H -1.3284 -1.1767 -3.2873
H -2.1540 -1.7390 -1.8599
H -2.9878 -0.6426 -2.8326
H -2.6257 1.6677 -0.8127
H -3.0647 1.2734 -2.3657
```

Structure (SMILES)   CCCC/C=C(/C)N
Gap between HOMO and LUMO   9.27 eV

=====

Entry c
# C7H15N

One molecule with the formula C7H15N (the ωB97M-V functional and the def2-TZVPD basis, OMol25).

```
23
C7H15N (the ωB97M-V functional and the def2-TZVPD basis)
C 0.1800 1.4728 2.0547
C 1.0849 0.9920 0.8987
C 0.8110 -0.4735 0.4918
C -0.8677 0.4285 -1.2420
C -0.2388 -0.6847 -0.6375
C -0.8507 -2.0841 -0.6047
C 0.4622 -0.4153 -2.0613
N -1.2384 1.6975 1.7888
H 0.2230 0.7164 2.8428
H 0.6058 2.3858 2.4873
H 0.8891 1.5671 -0.0044
H 2.1271 1.1245 1.1948
H 0.4515 -1.0550 1.3483
H 1.7193 -0.9784 0.1470
H -1.6280 0.4713 -2.0202
H -1.4996 -2.1525 0.2731
H -1.4389 -2.2619 -1.5054
H -0.0707 -2.8457 -0.4877
H 1.0978 -1.3171 -2.0811
H 1.1595 0.4024 -2.2378
H -0.0903 -0.6210 -2.9834
H -1.3520 2.5656 1.2760
H -1.5359 1.0653 1.0624
```

Gap between HOMO and LUMO   8.16 eV

=====

Name the most stable of them. entry b.

=====

Entry a
# C39H38N8O5SSc

C39H38N8O5SSc as an isolated structure (the ωB97M-V functional and the def2-TZVPD basis, OMol25).

```
92
C39H38N8O5SSc (the ωB97M-V functional and the def2-TZVPD basis)
Sc -0.1894 0.0304 -1.4149
C 3.7450 -0.9386 -3.2736
O 3.6677 -0.1459 -4.4446
C 2.4967 0.4551 -4.8432
C 2.4636 0.7602 -6.1889
C 1.3762 1.4032 -6.7789
C 0.3119 1.7493 -5.9830
C 0.3088 1.4488 -4.6141
C -0.7656 2.0151 -3.8284
N -0.9268 1.8088 -2.5764
N -1.8459 2.6337 -1.9355
C -1.7582 2.4090 -0.6544
O -1.0028 1.5349 -0.0965
C -2.6035 3.2645 0.2364
C -2.5525 3.0632 1.6108
C -3.3399 3.8279 2.4624
C -4.1856 4.7975 1.9453
C -4.2398 5.0018 0.5701
C -3.4532 4.2420 -0.2801
C 1.3975 0.7753 -3.9914
O 1.4209 0.5197 -2.7152
H 4.7853 -1.2619 -3.2202
H 3.0992 -1.8164 -3.3513
H 3.4746 -0.3889 -2.3761
H 3.3245 0.4697 -6.7787
H 1.3811 1.6266 -7.8371
H -0.5410 2.2743 -6.3974
H -1.4240 2.7382 -4.3153
H -1.8927 2.2931 1.9879
H -3.2940 3.6630 3.5314
H -4.7993 5.3945 2.6082
H -4.8961 5.7606 0.1622
H -3.4793 4.3857 -1.3522
O -0.7127 -3.0480 -4.1970
C -0.3611 -2.3671 -3.2465
O -0.8178 -1.2244 -2.8999
C 0.7525 -2.9092 -2.3538
C 1.1809 -4.2217 -2.5162
C 2.1786 -4.7047 -1.6918
C 2.7285 -3.8522 -0.7444
C 2.2468 -2.5578 -0.6640
N 1.2778 -2.0903 -1.4448
H 0.7117 -4.8161 -3.2860
H 2.5289 -5.7253 -1.7851
H 3.5156 -4.1772 -0.0780
H 2.6674 -1.8612 0.0525
C -2.0421 -4.5877 1.1522
C -2.1766 -3.1827 1.7550
C -3.6628 -2.8105 1.8502
C -1.5549 -3.1679 3.1574
C -1.4919 -2.2091 0.8899
C -0.9935 -1.3909 0.1353
H -2.5868 -5.3197 1.7560
H -0.9926 -4.8833 1.1049
H -2.4407 -4.6019 0.1378
H -4.2084 -3.5536 2.4391
H -4.1006 -2.7514 0.8538
H -3.7784 -1.8338 2.3223
H -2.0955 -3.8452 3.8251
H -1.5883 -2.1621 3.5790
H -0.5111 -3.4863 3.1150
C 3.9573 1.0760 0.8287
C 2.8838 1.1200 -0.0499
N 1.7032 0.5850 0.2366
C 1.5379 0.0010 1.4219
C 2.5472 -0.0776 2.3755
C 3.7881 0.4598 2.0554
C 2.2781 -0.8101 3.6274
C 2.5354 -0.4601 4.8873
C 3.0900 0.8039 5.3936
C 3.5109 0.8869 6.7198
C 4.0004 2.0997 7.1583
N 4.0741 3.1702 6.3692
C 3.6406 2.9869 5.1251
N 3.1570 1.8736 4.5968
H 4.9053 1.5129 0.5466
H 2.9683 1.5690 -1.0325
H 0.5566 -0.4262 1.6067
H 4.6047 0.4009 2.7633
H 1.8011 -1.7746 3.4820
H 2.2878 -1.1769 5.6629
H 3.4566 0.0305 7.3774
H 4.3462 2.2252 8.1785
H 3.6865 3.8471 4.4666
N -5.8009 1.1090 -2.5816
C -4.8380 0.6398 -1.7232
N -4.8674 1.2202 -0.4921
S -3.7440 -0.5226 -2.1362
H -6.6667 1.4313 -2.1779
H -5.8880 0.5687 -3.4270
H -5.1772 2.1787 -0.4300
H -4.0712 0.9988 0.0858
```

Total charge   -1
Gap between HOMO and LUMO   6.04 eV

=====

Entry b
# C39H38N8O5SSc

C39H38N8O5SSc as an isolated structure (the ωB97M-V functional and the def2-TZVPD basis, OMol25).

```
92
C39H38N8O5SSc (the ωB97M-V functional and the def2-TZVPD basis)
Sc 0.1755 -0.4501 -0.1373
C 3.9741 -1.7453 -2.4266
O 4.1652 -0.3594 -2.6764
C 3.0768 0.2628 -3.2575
C 3.1752 0.6451 -4.5742
C 2.1451 1.3570 -5.1947
C 1.0358 1.6893 -4.4535
C 0.8990 1.2940 -3.1155
C -0.2017 1.8496 -2.3561
N -0.5305 1.4574 -1.1856
N -1.4194 2.2791 -0.5028
C -1.4260 1.9098 0.7456
O -0.7557 0.9260 1.2315
C -2.2765 2.6964 1.6874
C -2.2981 2.3496 3.0344
C -3.1239 3.0274 3.9231
C -3.9286 4.0632 3.4714
C -3.8978 4.4233 2.1274
C -3.0777 3.7456 1.2401
C 1.9166 0.5348 -2.4809
O 1.8579 0.1437 -1.2406
H 4.9419 -2.1448 -2.1240
H 3.6372 -2.2596 -3.3323
H 3.2461 -1.8993 -1.6331
H 4.0809 0.3888 -5.1111
H 2.2303 1.6537 -6.2314
H 0.2385 2.2744 -4.8985
H -0.7188 2.7166 -2.7694
H -1.6638 1.5364 3.3651
H -3.1371 2.7452 4.9688
H -4.5755 4.5915 4.1609
H -4.5213 5.2346 1.7718
H -3.0508 3.9988 0.1891
O -0.4953 -3.0437 -3.3603
C -0.1447 -2.5110 -2.3205
O -0.5119 -1.3767 -1.8543
C 0.8481 -3.2557 -1.4338
C 1.2616 -4.5419 -1.7552
C 2.1434 -5.1849 -0.9086
C 2.5741 -4.5252 0.2357
C 2.1089 -3.2462 0.4770
N 1.2744 -2.6158 -0.3481
H 0.8714 -4.9901 -2.6575
H 2.4868 -6.1885 -1.1274
H 3.2546 -4.9926 0.9347
H 2.4064 -2.7046 1.3661
C -1.6573 -5.0383 2.8078
C -1.9154 -3.5820 3.2179
C -3.4263 -3.3519 3.3511
C -1.2405 -3.3114 4.5702
C -1.3506 -2.6766 2.2003
C -0.8477 -1.9293 1.3737
H -2.0626 -5.7259 3.5563
H -0.5861 -5.2214 2.7055
H -2.1274 -5.2489 1.8468
H -3.8522 -4.0371 4.0902
H -3.9244 -3.5141 2.3947
H -3.6351 -2.3279 3.6628
H -1.6306 -3.9860 5.3378
H -1.4273 -2.2825 4.8867
H -0.1608 -3.4586 4.4927
C 4.0820 0.1205 2.3569
C 3.1553 0.0139 1.3303
N 1.8635 -0.2241 1.5607
C 1.4550 -0.3370 2.8258
C 2.3037 -0.2097 3.9200
C 3.6550 0.0062 3.6661
C 1.7118 -0.4071 5.2518
C 1.9825 0.1440 6.4400
C 2.8940 1.2409 6.7932
C 3.1554 1.5054 8.1381
C 3.9838 2.5689 8.4316
N 4.5204 3.3419 7.4891
C 4.2002 3.0150 6.2405
N 3.4272 2.0154 5.8430
H 5.1243 0.2888 2.1235
H 3.4274 0.1030 0.2847
H 0.4004 -0.5522 2.9562
H 4.3597 0.0740 4.4824
H 0.9052 -1.1357 5.2529
H 1.4132 -0.2317 7.2837
H 2.7224 0.8975 8.9208
H 4.2285 2.8175 9.4589
H 4.6179 3.6372 5.4560
N -5.0516 1.1885 0.5492
C -4.3982 0.0225 0.3454
N -3.6623 -0.4186 1.3883
S -4.5102 -0.8087 -1.0970
H -4.9499 1.7245 1.3935
H -5.5882 1.5536 -0.2143
H -3.3644 0.2490 2.0840
H -2.9820 -1.1510 1.2050
```

Total charge   -1
Gap between HOMO and LUMO   6.19 eV

=====

Name the most stable of them. entry b.